[1]
ORCA calculation (the ωB97M-V functional and the def2-TZVPD basis) on 6 unconnected molecules or ions with the total composition C27H62Cl2NO11.

The geometry in XYZ format:
```
103
Properties=species:S:1:pos:R:3:mulliken_charge:R:1
C 0.7347 -0.6410 -2.1390 -1.085
C 0.7645 0.7225 -2.7754 0.582
Cl 2.3256 1.3154 -3.1549 -0.126
C -0.3156 1.4601 -3.0480 -0.254
Cl -0.2153 3.0243 -3.7718 -0.161
C -1.7301 1.0705 -2.6967 -0.005
C -1.9775 1.3854 -1.2236 -0.723
N -3.3036 0.8017 -0.7644 0.066
C -4.1621 0.2347 -1.8622 -0.728
C -3.3732 -0.6012 -2.8823 -0.601
O -1.9960 -0.2885 -2.9585 -0.446
H 0.3873 -1.3682 -2.8767 0.315
H 1.7396 -0.9427 -1.8560 0.603
H 0.0705 -0.6997 -1.2785 -0.071
H -2.3953 1.6987 -3.3030 0.664
H -2.0195 2.4687 -1.1040 0.300
H -1.1831 1.0018 -0.5858 0.244
H -3.1523 0.1123 -0.0296 0.448
H -3.8292 1.5562 -0.3241 0.416
H -4.9035 -0.4056 -1.3835 0.430
H -4.7209 1.0467 -2.3270 0.372
H -3.8468 -0.4452 -3.8579 0.293
H -3.4520 -1.6620 -2.6448 0.441
C 1.3002 4.1785 2.4414 -0.554
O 2.0798 3.3590 1.5876 -0.459
C 1.6872 3.4083 0.2312 0.042
C 2.5377 4.3593 -0.5857 -0.541
O 2.3776 5.6994 -0.1651 -0.412
C 3.4067 6.1655 0.6929 -0.672
H 1.8468 4.2955 3.3747 0.052
H 1.1273 5.1665 2.0120 0.371
H 0.3355 3.7034 2.6581 0.329
H 0.6303 3.6946 0.1483 0.131
H 1.8015 2.3968 -0.1777 0.196
H 2.2155 4.3039 -1.6308 0.363
H 3.5890 4.0580 -0.5402 0.313
H 4.3095 6.4021 0.1212 0.354
H 3.6522 5.4328 1.4645 0.321
H 3.0435 7.0743 1.1696 0.181
C 2.1375 8.4762 4.5039 -0.811
O 1.6012 7.2156 4.8685 -0.331
C 2.3878 6.5294 5.8306 -0.330
C 1.8361 6.6795 7.2320 -0.625
O 1.8780 8.0191 7.6836 -0.371
C 0.6456 8.7066 7.5675 -0.696
H 1.3470 9.0366 4.0072 0.261
H 2.4765 9.0372 5.3768 0.402
H 2.9752 8.3561 3.8079 0.290
H 3.4250 6.8770 5.7957 0.331
H 2.3808 5.4676 5.5634 0.293
H 2.4521 6.0857 7.9140 0.386
H 0.8132 6.2905 7.2753 0.337
H -0.0436 8.4052 8.3636 0.319
H 0.1733 8.5289 6.5987 0.294
H 0.8554 9.7696 7.6705 0.248
C 2.2870 -5.8526 1.2567 -0.789
O 2.3659 -4.7734 2.1743 -0.387
C 3.1626 -3.6952 1.7237 -0.693
C 2.3237 -2.5596 1.1814 -0.390
O 1.5906 -2.9324 0.0194 -0.295
C 0.2552 -3.2970 0.2910 -0.874
H 1.4545 -6.4827 1.5664 0.309
H 2.1083 -5.5047 0.2357 0.307
H 3.2024 -6.4515 1.2780 0.392
H 3.8767 -4.0326 0.9660 0.340
H 3.7319 -3.3230 2.5803 0.404
H 2.9833 -1.7338 0.8994 0.347
H 1.6414 -2.1979 1.9578 0.350
H -0.3678 -2.4050 0.4598 0.221
H 0.1805 -3.9454 1.1658 0.494
H -0.1253 -3.8311 -0.5793 0.263
C -7.6623 1.6124 -6.8650 -0.653
O -8.6959 1.2299 -5.9745 -0.377
C -8.3913 0.1030 -5.1795 -0.587
C -7.9753 0.4937 -3.7783 -0.499
O -6.7616 1.2425 -3.7595 -0.203
C -6.9724 2.6464 -3.6862 -0.905
H -7.8897 2.6178 -7.2134 0.252
H -6.6856 1.6176 -6.3740 0.228
H -7.6256 0.9414 -7.7285 0.327
H -7.6121 -0.5049 -5.6519 0.327
H -9.2963 -0.5071 -5.1094 0.382
H -7.8095 -0.4157 -3.1927 0.368
H -8.7745 1.0641 -3.2967 0.358
H -7.2314 2.9494 -2.6655 0.286
H -7.7649 2.9667 -4.3627 0.482
H -6.0433 3.1355 -3.9790 0.222
C 5.8485 -11.2324 -1.1008 -0.694
O 4.6553 -11.7656 -0.5560 -0.375
C 4.4549 -11.4463 0.8089 -0.543
C 3.4911 -10.2945 0.9916 -0.484
O 3.9882 -9.0813 0.4491 -0.339
C 3.4876 -8.7850 -0.8397 -0.853
H 5.7694 -11.2990 -2.1845 0.247
H 5.9910 -10.1869 -0.8171 0.293
H 6.7180 -11.8131 -0.7758 0.322
H 5.4092 -11.2171 1.2940 0.334
H 4.0342 -12.3315 1.2948 0.370
H 3.3350 -10.1330 2.0621 0.369
H 2.5241 -10.5438 0.5422 0.348
H 2.4644 -8.3947 -0.7749 0.292
H 3.4940 -9.6574 -1.4960 0.467
H 4.1285 -8.0171 -1.2713 0.254
```

Computed properties:
Largest force on an atom ... 0.521 eV Å⁻¹
Orbital gap ... 7.02 eV
Net charge ... +1
HOMO energy ... -10.45 eV
Energy ... -78048.301 eV

---

[2]
ORCA calculation (the ωB97M-V functional and the def2-TZVPD basis) on a molecular structure, C38H45F12NO3PPt.

The geometry in XYZ format:
```
101
Properties=species:S:1:pos:R:3:mulliken_spin:R:1
Pt -0.4855 0.3728 -0.9661 1.781
C 0.4972 1.3723 -8.0843 -0.001
C 0.6753 1.0314 -6.6436 0.173
C 1.5797 0.0513 -6.2168 -0.036
C 1.6885 -0.2683 -4.8947 0.185
C 0.8968 0.3827 -3.8963 0.097
N 0.9546 -0.0461 -2.6367 0.616
C 1.8655 -0.9771 -2.1536 -0.101
C 3.2273 -0.6562 -2.1373 0.082
C 4.1521 -1.5322 -1.6116 -0.030
C 3.7546 -2.7677 -1.1119 0.040
C 4.7414 -3.7468 -0.5504 -0.001
C 2.3976 -3.0906 -1.1437 -0.005
C 1.4417 -2.2127 -1.6279 0.001
C -0.0532 -2.5840 -1.6783 0.082
O -0.9496 -1.5476 -1.6107 0.397
C -0.4356 -3.5391 -0.5014 0.008
F -1.7572 -3.6194 -0.3681 -0.001
F 0.0608 -3.0337 0.6518 0.002
F 0.0312 -4.7919 -0.6316 0.002
C -0.3073 -3.3318 -3.0273 0.015
F -1.5272 -3.8625 -3.0799 0.001
F 0.5862 -4.3116 -3.2323 0.002
F -0.1884 -2.4584 -4.0441 -0.002
C 0.0172 1.4270 -4.3298 0.108
C -0.0858 1.7002 -5.6717 -0.042
C -0.7933 2.2440 -3.3194 0.042
O -0.3430 2.1656 -2.0325 0.307
C -2.2831 1.7849 -3.3785 0.031
F -2.3317 0.4874 -2.9821 0.018
F -2.8305 1.8507 -4.5915 0.000
F -3.0387 2.4877 -2.5299 0.000
C -0.7117 3.7763 -3.6594 0.030
F -1.0722 4.5008 -2.6010 0.001
F -1.4997 4.1370 -4.6836 0.004
F 0.5504 4.1022 -3.9769 0.000
H 1.3355 1.0310 -8.6877 0.001
H -0.4108 0.8966 -8.4668 0.024
H 0.3652 2.4458 -8.2188 0.009
H 2.1866 -0.4704 -6.9458 0.004
H 2.3500 -1.0610 -4.5761 -0.015
H 3.5295 0.3032 -2.5402 -0.007
H 5.2004 -1.2604 -1.5920 0.001
H 5.7558 -3.3539 -0.5728 0.000
H 4.4899 -3.9974 0.4813 0.003
H 4.7204 -4.6770 -1.1210 0.003
H 2.1067 -4.0663 -0.7865 0.001
H -0.7670 2.4624 -6.0206 0.000
O -0.8425 0.0872 1.1171 0.098
P -0.6111 0.2737 2.6123 0.016
C 0.9922 1.0972 3.0879 0.000
C 2.2156 0.2136 2.7845 0.003
C 2.5594 0.1779 1.2926 0.006
C 2.8184 1.5931 0.7690 0.002
C 1.6250 2.5057 1.0441 -0.014
C 1.2670 2.5026 2.5227 0.004
C -0.4534 -1.4378 3.2709 0.000
C -1.6763 -2.3268 2.9816 0.000
C -2.7552 -2.2852 4.0625 -0.001
C -2.1601 -2.5957 5.4334 0.000
C -1.0667 -1.5861 5.7703 0.000
C 0.0416 -1.5980 4.7164 0.000
C -2.0517 1.1292 3.3854 0.009
C -3.3538 0.7764 2.6370 -0.005
C -3.6261 1.6513 1.4114 0.023
C -3.5500 3.1356 1.7549 -0.001
C -2.1710 3.4440 2.3315 0.003
C -1.9427 2.6411 3.6149 0.000
H 0.8877 1.1945 4.1754 -0.001
H 2.0953 -0.7962 3.1754 0.000
H 3.0646 0.6563 3.3150 0.000
H 1.7427 -0.2855 0.7267 -0.010
H 3.4436 -0.4447 1.1433 0.000
H 3.0357 1.5724 -0.3011 0.003
H 3.6964 2.0022 1.2775 0.000
H 0.7642 2.1735 0.4527 0.051
H 1.8311 3.5239 0.7115 -0.003
H 0.4489 3.1873 2.7223 -0.001
H 2.1341 2.8889 3.0680 0.000
H 0.3346 -1.7848 2.5902 -0.003
H -1.3055 -3.3541 2.9205 0.000
H -2.0912 -2.0873 2.0002 -0.005
H -3.5245 -3.0182 3.8140 0.000
H -3.2397 -1.3059 4.0974 0.000
H -1.7343 -3.6039 5.4264 0.000
H -2.9395 -2.5725 6.1964 0.000
H -0.6248 -1.8222 6.7396 0.000
H -1.5104 -0.5892 5.8537 0.000
H 0.5430 -2.5693 4.7703 0.001
H 0.7869 -0.8396 4.9661 0.000
H -2.0786 0.6435 4.3671 0.003
H -4.1802 0.9041 3.3418 0.000
H -3.3429 -0.2710 2.3299 0.001
H -4.6130 1.4049 1.0161 0.000
H -2.8984 1.4267 0.6271 -0.009
H -4.3225 3.3907 2.4866 0.000
H -3.7274 3.7379 0.8627 0.000
H -2.0617 4.5098 2.5391 0.000
H -1.4338 3.1707 1.5702 -0.005
H -2.7308 2.9113 4.3238 0.000
H -0.9952 2.8977 4.0941 0.000
```

Computed properties:
2S+1 ... 5
ΔE to the lowest compared entry with this formula, charge and spin ... 0.298 eV
Largest force on an atom ... 1.803 eV Å⁻¹
Orbital gap (spin up / spin down) ... 9.23 / 5.96 eV
Net charge ... +1
HOMO energy (spin up / spin down) ... -11.15 / -11.78 eV
Energy ... -92908.709 eV

---

[3]
ORCA calculation (the ωB97M-V functional and the def2-TZVPD basis) on 2 unconnected molecules or ions with the total composition C2H6Cl3PSi.

The geometry in XYZ format:
```
13
Properties=species:S:1:pos:R:3:mulliken_charge:R:1
C -1.3179 -0.2086 -0.7353 -0.743
C 0.4667 1.6101 0.1341 -0.844
Si 0.6938 -1.3905 1.3112 0.644
P -0.5878 0.2796 0.8398 0.218
Cl 2.2575 -1.0847 2.3933 -0.106
Cl 1.2857 -0.5591 -2.4232 -0.642
Cl -0.2062 -3.0587 1.8241 -0.124
H -1.8588 0.7313 -1.1701 0.280
H -2.0599 -1.0940 -0.6952 0.316
H -0.5550 -0.7760 -1.3485 0.111
H -0.2144 2.3620 -0.3762 0.298
H 1.0153 1.1614 -0.6409 0.230
H 1.0812 2.0271 0.8871 0.362
```

Computed properties:
ΔE to the lowest compared entry with this formula, charge and spin ... 3.473 eV
Largest force on an atom ... 3.187 eV Å⁻¹
Orbital gap (spin up / spin down) ... 5.85 / 5.85 eV
HOMO energy (spin up / spin down) ... -8.16 / -8.16 eV
Energy ... -56905.314 eV

---

[4]
ORCA calculation (the ωB97M-V functional and the def2-TZVPD basis) on C5H5BrS in the gas phase.

The geometry in XYZ format:
```
12
Properties=species:S:1:pos:R:3:mulliken_charge:R:1
C 1.6514 0.7314 0.0098 -1.090
C 0.3394 0.1491 0.3252 0.386
C -0.2742 -0.2570 1.4248 -0.361
S -1.8642 -0.9566 1.2574 -0.121
C -1.9014 -0.8059 -0.4744 -0.047
C -0.8336 -0.2398 -1.0188 -0.355
Br -0.4132 0.1489 -2.7815 -0.146
H 2.3975 0.3317 0.6952 0.327
H 1.9398 0.4899 -1.0110 0.322
H 1.6299 1.8171 0.1089 0.257
H 0.1034 -0.2171 2.4300 0.392
H -2.7749 -1.1916 -0.9654 0.435
```

Computed properties:
ΔE to the lowest compared entry with this formula, charge and spin ... 0.791 eV
SMILES ... Cc1cscc1Br
Largest force on an atom ... 5.335 eV Å⁻¹
Orbital gap ... 9.26 eV
HOMO energy ... -8.47 eV
Energy ... -86142.235 eV

---

[5]
ORCA calculation (the ωB97M-V functional and the def2-TZVPD basis) on a molecular structure, C38H55BrN2OPd.

The geometry in XYZ format:
```
98
Properties=species:S:1:pos:R:3:mulliken_spin:R:1
Pd 0.4296 1.2020 -0.5986 0.918
C 5.4121 -2.0577 4.7903 0.000
C 3.9293 -2.1394 5.1547 0.000
C 3.7161 -1.3401 6.4489 0.000
C 3.5881 -3.6134 5.4203 0.000
C 3.0351 -1.5878 4.0470 0.004
C 3.5239 -1.0877 2.8500 0.002
C 2.6607 -0.6027 1.8845 0.015
Br 3.4154 0.0694 0.2658 0.007
C 1.2494 -0.5582 2.0204 -0.051
O 0.4580 -0.1178 1.1250 -0.007
C 0.7561 -1.0916 3.2680 -0.002
C 1.6432 -1.5736 4.2108 -0.003
C -0.7570 -1.1304 3.4894 -0.001
C -1.4219 -1.9835 2.3959 0.002
C -1.1294 -1.7432 4.8426 0.000
C -1.3241 0.2975 3.4599 -0.001
H 6.0167 -2.4548 5.6109 0.000
H 5.7200 -1.0260 4.6096 0.000
H 5.6336 -2.6398 3.8937 0.000
H 4.3409 -1.7350 7.2576 0.000
H 2.6746 -1.3829 6.7706 0.000
H 3.9720 -0.2903 6.2915 0.000
H 4.2142 -4.0200 6.2222 0.000
H 3.7476 -4.2068 4.5180 0.000
H 2.5433 -3.7289 5.7120 0.000
H 4.5845 -1.0639 2.6381 -0.002
H 1.2404 -1.9713 5.1349 0.000
H -1.0428 -3.0088 2.4357 0.000
H -1.2237 -1.5826 1.4040 -0.001
H -2.5057 -2.0119 2.5513 0.000
H -0.7934 -2.7804 4.9238 0.000
H -2.2177 -1.7338 4.9456 0.000
H -0.7095 -1.1759 5.6782 0.000
H -1.0735 0.7889 2.5219 0.000
H -0.9139 0.8821 4.2892 0.000
H -2.4138 0.2709 3.5640 0.000
C -3.6633 -4.3290 -1.3012 0.000
C -2.4368 -3.4468 -1.3079 0.002
C -1.1727 -4.0152 -1.3212 -0.002
C -0.0559 -3.1637 -1.3106 0.003
C 1.3370 -3.7417 -1.2715 0.000
C -0.2244 -1.8023 -1.2939 -0.014
C -1.5047 -1.1570 -1.2574 0.007
C -2.6057 -2.0669 -1.2807 0.002
N -1.5339 0.1864 -1.2046 0.147
C -2.7924 0.9242 -1.2228 -0.021
C -2.4495 2.4173 -1.1826 -0.003
C -3.6639 0.6533 0.0190 0.002
C -3.5735 0.7103 -2.5358 0.004
H -3.3939 -5.3766 -1.4519 0.000
H -4.3637 -4.0411 -2.0900 0.000
H -4.1977 -4.2538 -0.3498 0.000
H -1.0478 -5.0941 -1.3379 0.000
H 1.3732 -4.7224 -1.7533 0.000
H 1.6764 -3.8614 -0.2388 0.000
H 2.0515 -3.0823 -1.7669 0.000
H 0.6556 -1.1662 -1.2758 -0.005
H -3.6227 -1.7044 -1.2666 -0.002
H -1.8605 2.6448 -0.2903 0.001
H -3.3670 3.0165 -1.1653 0.002
H -1.8619 2.7003 -2.0565 0.007
H -3.0975 0.9362 0.9081 0.001
H -3.9427 -0.3927 0.1313 -0.001
H -4.5797 1.2544 -0.0154 0.000
H -2.9577 1.0705 -3.3640 -0.001
H -4.5059 1.2861 -2.5263 0.000
H -3.8147 -0.3326 -2.7302 0.000
C 1.8449 0.4119 -4.2306 0.014
C 0.3298 0.6123 -4.1330 0.051
C -0.3901 -0.2908 -5.1271 0.002
C -0.0481 2.0732 -4.2303 0.068
C -0.6941 2.6149 -5.3265 -0.035
C -1.0995 3.9480 -5.3671 0.055
C -0.8612 4.7478 -4.2548 -0.025
C -0.2072 4.2640 -3.1343 0.091
C 0.0545 5.1087 -1.9057 0.069
C -0.8673 6.3169 -1.7742 0.000
C 1.5224 5.5438 -1.8513 0.004
C 0.2440 2.9067 -3.1003 -0.133
N 0.9191 2.4437 -2.0424 0.851
H 2.1056 -0.6319 -4.0291 0.001
H 2.3583 1.0396 -3.5016 -0.007
H 2.2025 0.6707 -5.2340 -0.002
H 0.0228 0.3019 -3.1304 -0.007
H -0.0810 -0.0904 -6.1593 0.001
H -1.4733 -0.1665 -5.0624 -0.001
H -0.1600 -1.3353 -4.9042 -0.001
H -0.9201 1.9738 -6.1722 -0.001
H -1.6184 4.3432 -6.2328 0.006
H -1.2085 5.7762 -4.2640 -0.002
H -0.1179 4.4558 -1.0427 -0.008
H -0.6801 7.0545 -2.5607 0.001
H -0.7012 6.8139 -0.8146 0.001
H -1.9170 6.0205 -1.8308 -0.002
H 1.7481 6.2135 -2.6878 -0.002
H 2.1676 4.6678 -1.9150 0.005
H 1.7434 6.0715 -0.9177 -0.002
```

Computed properties:
2S+1 ... 3
ΔE to the lowest compared entry with this formula, charge and spin ... 0.000 eV
Largest force on an atom ... 0.302 eV Å⁻¹
Orbital gap (spin up / spin down) ... 4.74 / 4.88 eV
Net charge ... -2
HOMO energy (spin up / spin down) ... -0.64 / -0.79 eV
Energy ... -118849.534 eV

---

[6]
ORCA calculation (the ωB97M-V functional and the def2-TZVPD basis) on C6H5N in the gas phase.

The geometry in XYZ format:
```
12
Properties=species:S:1:pos:R:3:mulliken_charge:R:1
C -0.1191 0.9379 0.1791 -0.302
C -1.4242 1.1768 0.2355 -0.429
C 0.2938 -0.4449 0.1975 0.589
C -2.4327 0.2262 0.0338 0.230
C -0.0561 -1.6816 0.3212 -0.139
C 1.7782 -0.9069 -0.2611 -1.297
N -3.3668 -0.4524 -0.0740 -0.375
H 0.5014 1.8142 0.1305 0.342
H -1.6639 2.1851 -0.0742 0.309
H 2.0748 -0.6800 -1.1733 0.390
H 2.2218 -0.2790 0.4851 0.344
H 2.1927 -1.8954 -0.0003 0.338
```

Computed properties:
ΔE to the lowest compared entry with this formula, charge and spin ... 4.441 eV
Largest force on an atom ... 5.467 eV Å⁻¹
Orbital gap ... 9.24 eV
HOMO energy ... -9.65 eV
Energy ... -7787.354 eV

---

Question: Which of these has the lowest largest force on an atom?
Answer: C38H55BrN2OPd

---

Question: Which of these has the lowest largest force on an atom?
Answer: C38H55BrN2OPd

---

Question: Which of these has the lowest largest force on an atom?
Answer: C38H55BrN2OPd